Record 1
Molecular formula: C36H76BrClNO10
Method: DFT, the ωB97M-V functional and the def2-TZVPD basis

The geometry in ORCA input format:
```
! RIJCOSX wB97M-V def2-TZVPD def2/J DEFGRID3
* xyz 1 1
O 4.57954 -3.15339 2.46504
C 4.08571 -2.08584 2.63120
Br 5.15373 -0.70918 3.52681
C 2.64799 -1.68177 2.23809
O 2.51461 -1.20267 0.89362
C 3.27857 -1.84958 -0.04234
O 4.01287 -1.19682 -0.73098
C 3.20881 -3.35179 -0.31761
C 3.98327 -3.81867 -1.40317
C 3.98766 -5.15372 -1.68061
N 3.26801 -6.02226 -0.94769
C 2.51815 -5.61002 0.06667
Cl 1.62041 -6.73392 1.00344
C 2.46841 -4.27395 0.40052
H 1.93705 -2.48755 2.48536
H 2.36332 -0.83975 2.89017
H 4.57620 -3.14438 -2.01521
H 4.56490 -5.55466 -2.51063
H 3.27855 -7.01802 -1.15470
H 1.84373 -3.96204 1.23198
C -1.83998 -1.46534 1.50272
C -1.17696 -1.99270 0.24548
O -0.41863 -3.17688 0.46817
C -1.12993 -4.30955 0.95542
C -2.23424 -4.79000 0.03446
H -1.09107 -1.27675 2.27526
H -2.36888 -0.53500 1.29288
H -2.56222 -2.17388 1.91065
H -0.47322 -1.24669 -0.12656
H -1.90727 -2.15183 -0.55398
H -1.51734 -4.10928 1.96032
H -0.38091 -5.08899 1.06716
H -3.00979 -4.03518 -0.09879
H -2.70681 -5.68483 0.44159
H -1.83098 -5.02311 -0.95377
C -1.56369 0.98814 6.90679
C -0.90093 0.45314 5.65004
O -0.15916 -0.73825 5.85674
C -0.88355 -1.85732 6.33807
C -2.00764 -2.30374 5.41897
H -0.81921 1.16889 7.68356
H -2.07940 1.92516 6.69183
H -2.29822 0.29034 7.31134
H -0.18652 1.19093 5.28179
H -1.63653 0.30742 4.84987
H -1.25894 -1.66021 7.34765
H -0.15821 -2.66711 6.43217
H -2.76954 -1.53242 5.29818
H -2.49513 -3.19329 5.82062
H -1.61515 -2.53490 4.42588
C -3.40088 -3.54721 -3.84978
C -2.72030 -4.07249 -5.10054
O -1.94312 -5.24010 -4.87875
C -2.64257 -6.37126 -4.38783
C -3.75204 -6.85382 -5.30512
H -2.66176 -3.33701 -3.07303
H -3.94664 -2.62810 -4.07078
H -4.11282 -4.26548 -3.44019
H -2.02944 -3.31624 -5.47548
H -3.44805 -4.24825 -5.89934
H -3.02751 -6.17034 -3.38083
H -1.89886 -7.16304 -4.28167
H -4.53010 -6.10085 -5.43629
H -4.22105 -7.74862 -4.89385
H -3.35381 -7.08878 -6.29347
C 6.43283 4.52247 -1.29411
C 4.92178 4.55796 -1.14956
O 4.26916 3.41887 -1.68597
C 4.61438 2.17143 -1.11359
C 4.31872 2.08279 0.37293
H 6.71389 4.41948 -2.34338
H 6.87111 5.44180 -0.90322
H 6.87632 3.68604 -0.75148
H 4.53453 5.41637 -1.69942
H 4.62737 4.70271 -0.10396
H 5.66484 1.93587 -1.31935
H 4.02239 1.42189 -1.63988
H 4.89642 2.80848 0.94826
H 4.56222 1.08879 0.75078
H 3.26163 2.28131 0.56374
C 0.84537 3.13635 2.52062
C 0.47181 2.40175 3.79642
O 1.48086 1.52053 4.26657
C 2.73140 2.11469 4.58852
C 2.64966 3.16797 5.67859
H 1.08763 2.42592 1.72700
H 0.01543 3.76198 2.18819
H 1.71332 3.78276 2.65926
H -0.40559 1.78112 3.60574
H 0.18729 3.10518 4.58570
H 3.19897 2.51954 3.68317
H 3.37306 1.30102 4.92960
H 2.02579 4.01330 5.38476
H 3.64412 3.55243 5.90827
H 2.21854 2.74339 6.58682
C 0.21193 6.62840 -3.57928
C 0.42220 7.49848 -2.35251
O -0.25282 7.02991 -1.19682
C 0.10677 5.73863 -0.74336
C 1.57368 5.60302 -0.37498
H -0.85171 6.53911 -3.80651
H 0.71846 7.06371 -4.44199
H 0.60414 5.61996 -3.43775
H 0.02486 8.49467 -2.54939
H 1.48952 7.62752 -2.14123
H -0.18084 4.98365 -1.48421
H -0.50272 5.54930 0.14210
H 2.22655 5.77258 -1.23113
H 1.77903 4.60084 0.00612
H 1.84284 6.33306 0.39164
C -4.80941 0.58911 -5.88552
C -6.04579 0.27838 -5.05983
O -5.79998 0.21547 -3.66447
C -5.29830 1.39582 -3.06120
C -6.21803 2.59598 -3.20180
H -4.02892 -0.15165 -5.69967
H -5.05352 0.58023 -6.94874
H -4.39475 1.56976 -5.64829
H -6.42545 -0.70428 -5.34313
H -6.84851 0.99251 -5.27090
H -4.29774 1.62220 -3.44733
H -5.17521 1.16418 -2.00202
H -6.36635 2.87723 -4.24523
H -5.79796 3.45778 -2.68149
H -7.19974 2.37507 -2.77960
*
```

Computed properties:
Kohn-Sham gap (eV): 5.819
LUMO energy (Ha): -0.1862
HOMO level (Eh): -0.400

***

Record 2
Molecular formula: C6H14NOP
Method: DFT, the ωB97M-V functional and the def2-TZVPD basis

The geometry in ORCA input format:
```
! RIJCOSX wB97M-V def2-TZVPD def2/J DEFGRID3
* xyz 0 1
C -1.22782 -0.89386 -1.08964
C -1.48656 0.38786 -0.27992
C 0.78027 -0.08880 -0.56813
C -2.48525 0.13066 0.84418
C 1.52634 -1.17739 0.17123
C 1.88191 0.70470 -1.38646
N -0.17313 0.69057 0.11210
O 0.07521 -0.84327 -1.48640
P 0.14190 1.41690 1.72955
H -1.49287 -1.63883 -0.38962
H -1.72143 -0.97795 -2.10239
H -1.88746 1.10327 -0.93277
H -2.13227 -0.77818 1.47602
H -3.50421 0.01139 0.35555
H -2.62208 0.92627 1.59317
H 0.87035 -1.85757 0.76781
H 2.10194 -0.71090 0.94773
H 2.08254 -1.74541 -0.47450
H 1.46068 1.05927 -2.23450
H 2.87514 0.20665 -1.58532
H 2.15653 1.54453 -0.72365
H 1.51285 0.91243 1.61606
H -0.30145 0.22466 2.40419
*
```

Computed properties:
Kohn-Sham gap (eV): 9.170
LUMO energy (Ha): 0.0347
SMILES: C[C@@H]1COC(C)(C)N1P
Energy above the lowest of the compared OMol25 structures with the same formula, charge and spin (eV): 1.725
HOMO level (Eh): -0.302

***

Record 3
Molecular formula: C60H91N3O28
Method: DFT, the ωB97M-V functional and the def2-TZVPD basis

The geometry in ORCA input format:
```
! RIJCOSX wB97M-V def2-TZVPD def2/J DEFGRID3
* xyz 0 1
O 1.24796 -4.00909 -6.45664
H 0.99703 -3.37576 -5.78022
H 0.48585 -4.49918 -6.77383
H 1.89203 -4.67426 -6.20304
O -0.64361 3.92552 4.61331
H -0.80663 3.42005 3.81361
H 0.28172 3.92027 4.86893
H -1.19625 3.57172 5.31402
C -0.52913 -1.30660 -0.29194
C -0.38720 -1.38247 -1.64711
C -0.67808 -0.14541 -2.50589
O -0.65647 -0.21227 -3.78900
C -0.89132 1.09250 -1.99064
C -0.79870 1.33077 -0.55239
C -0.66753 0.01460 0.34440
O -0.57549 0.18655 1.55597
O -0.90486 2.42674 -0.03804
O -0.19223 -2.60370 -2.01715
H -0.41655 -2.14943 0.37390
H -1.04754 1.90030 -2.69026
C 7.63603 -8.60359 -5.46063
O 6.76069 -7.98850 -4.58723
C 7.34147 -7.62187 -3.38913
C 6.29000 -6.73730 -2.63090
N 6.56676 -5.32406 -2.94369
C 5.45184 -4.41755 -2.53005
C 5.45161 -3.09419 -3.29178
O 5.26490 -3.39242 -4.64028
C 5.45239 -2.32281 -5.47554
H 8.32788 -9.27542 -4.95261
H 8.30924 -7.80098 -5.76183
H 7.07147 -9.07371 -6.26583
H 8.37026 -7.26314 -3.35768
H 7.58544 -8.51788 -2.81838
H 6.42713 -6.67895 -1.55113
H 5.24333 -6.83466 -2.91912
H 6.70669 -5.24164 -3.94055
H 5.43273 -4.16126 -1.47077
H 4.49005 -4.93043 -2.53589
H 6.41751 -2.58990 -3.26304
H 4.61418 -2.49412 -2.93580
H 6.46625 -1.96727 -5.65930
H 4.83979 -1.52364 -5.05822
H 5.02906 -2.53468 -6.45738
C 0.80348 -2.13642 6.30853
O 0.15818 -1.34591 7.21809
C 0.54283 -0.01637 7.38961
C -0.47001 0.76251 8.25098
N -1.67589 1.24399 7.60577
C -2.59425 1.87172 8.52639
C -3.90587 2.28456 7.79770
O -3.61211 3.09397 6.65262
C -4.84559 3.46991 5.99938
H 1.85805 -2.11178 6.58311
H 0.73880 -1.53216 5.40367
H 0.39954 -3.14859 6.28685
H 0.62392 0.39387 6.38302
H 1.49779 -0.11775 7.90524
H 0.05613 1.57269 8.75583
H -0.60482 0.22204 9.18789
H -2.08782 0.37390 7.30024
H -2.16892 2.83316 8.81419
H -2.79383 1.18928 9.35254
H -4.41981 2.97378 8.46772
H -4.68045 1.55102 7.57398
H -5.68358 3.67802 6.66461
H -5.14458 2.54145 5.51290
H -4.75731 4.22618 5.21940
C 5.46166 3.07782 8.66220
O 4.17650 3.38129 8.20338
C 4.12192 4.52317 7.34972
C 4.72353 4.39199 5.93153
N 3.86472 3.55785 5.05850
C 4.24814 3.73966 3.64160
C 5.77563 3.44866 3.35620
O 6.13013 2.10624 3.79900
C 5.43405 1.07192 3.04637
H 6.02272 2.87133 7.75079
H 5.53983 2.21837 9.32806
H 5.94441 3.90751 9.17859
H 4.51223 5.38721 7.88751
H 3.05652 4.71542 7.22308
H 5.71831 3.95376 6.01204
H 4.96644 5.34594 5.46350
H 4.26011 2.63562 5.17364
H 4.02814 4.69407 3.16323
H 3.52300 3.12778 3.10506
H 6.38915 4.27489 3.71542
H 5.67604 3.47041 2.27098
H 4.52284 0.95083 3.63216
H 5.97765 0.12872 2.99174
H 5.03994 1.24664 2.04526
C -3.90590 -4.46783 4.97121
C -4.42562 -5.75678 5.20145
C -5.78468 -6.00557 5.10507
C -6.66689 -4.97766 4.73779
C -6.12420 -3.68687 4.63351
C -4.78811 -3.44347 4.75136
O -4.23576 -2.18669 4.62507
O -6.27201 -7.24779 5.32497
H -2.84174 -4.33909 5.10304
H -3.83702 -6.61465 5.49129
H -7.74241 -4.99633 4.64138
H -6.74737 -2.83221 4.41531
H -3.51359 -2.15558 3.99333
H -5.56580 -7.89467 5.39140
C 4.43194 5.33378 -3.99987
C 3.39520 5.28238 -3.03993
C 2.88874 6.45481 -2.57026
C 3.47391 7.70233 -2.90097
C 4.36404 7.72796 -3.97490
C 4.82223 6.55400 -4.49088
O 5.72900 6.51215 -5.57806
O 1.83144 6.48656 -1.65579
H 4.88082 4.43644 -4.39948
H 2.80579 4.42224 -2.75856
H 3.02375 8.59698 -2.49684
H 4.59365 8.68475 -4.42012
H 5.55374 7.24152 -6.17714
H 1.40523 5.64122 -1.49660
C -7.78775 4.40205 -0.41071
C -6.46869 4.49748 -0.81270
C -5.89261 5.70970 -1.12024
C -6.62784 6.87088 -1.09710
C -7.99561 6.80369 -0.67608
C -8.54119 5.54575 -0.32830
O -9.87720 5.42584 0.01029
O -4.62884 5.80212 -1.64746
H -8.29164 3.50802 -0.07426
H -5.85576 3.60977 -0.76093
H -6.18359 7.84442 -1.24288
H -8.54200 7.73517 -0.69042
H -10.40205 6.09504 -0.43501
H -3.94931 5.31800 -1.17264
C 2.94176 -8.18529 2.14438
C 1.85911 -7.42618 1.85420
C 0.53585 -7.97208 1.64605
C 0.41919 -9.32161 1.78545
C 1.50345 -10.11742 2.10717
C 2.79717 -9.54270 2.22960
O 3.86496 -10.34563 2.53775
O -0.44878 -7.23516 1.12954
H 3.89883 -7.69672 2.25254
H 2.03506 -6.37215 1.69770
H -0.48515 -9.89205 1.63324
H 1.37370 -11.14501 2.41314
H 3.54441 -11.09569 3.04396
H -0.11386 -6.43728 0.71384
C 0.74674 4.44391 -8.67922
C 1.63051 5.28644 -9.29756
C 1.69029 5.41789 -10.73215
C 0.87470 4.58081 -11.48570
C 0.01390 3.68580 -10.88108
C -0.04955 3.59929 -9.47745
O -0.84873 2.60625 -9.00474
O 2.66151 6.22412 -11.25739
H 0.70424 4.36116 -7.60323
H 2.34423 5.81347 -8.68174
H 0.86670 4.58078 -12.56568
H -0.60635 3.02795 -11.47177
H -0.48903 2.19339 -8.21622
H 3.11433 5.65406 -11.88316
C -6.51440 1.94831 -7.75829
C -6.49287 1.09704 -6.39962
O -7.42006 -0.03675 -6.61660
C -8.07207 0.24464 -7.71976
O -8.99732 -0.46588 -8.08269
O -7.82987 1.46765 -8.19581
H -5.83250 1.65763 -8.55742
H -6.49601 3.01087 -7.51591
H -6.89919 1.76705 -5.64193
H -5.47596 0.77056 -6.18190
C -6.01800 -1.68173 -0.94606
C -6.42551 -3.15732 -0.81174
O -7.86149 -3.08061 -0.78877
C -8.25241 -1.99756 -1.48011
O -9.32824 -1.71368 -1.87731
O -7.14589 -1.24349 -1.66596
H -5.17703 -1.61241 -1.63603
H -5.97278 -1.18503 0.02313
H -6.09531 -3.45270 0.18416
H -6.18372 -3.80785 -1.65224
*
```

Computed properties:
Kohn-Sham gap (eV): 2.588
LUMO energy (Ha): -0.0835
HOMO level (Eh): -0.179

***

Record 4
Molecular formula: C17H22CeClI2OP2
Method: DFT, the ωB97M-V functional and the def2-TZVPD basis

The geometry in ORCA input format:
```
! RIJCOSX wB97M-V def2-TZVPD def2/J DEFGRID3
* xyz 2 2
I -3.77994 -0.97475 -1.71641
I -3.66216 1.59974 -2.28510
Ce 0.34337 0.69112 0.57582
P 0.04442 0.06303 -2.67355
C -0.98512 -0.10310 -4.19506
C 1.10501 1.40332 -3.37093
H 2.03569 -1.32386 -2.43537
H 1.47801 -1.25480 -4.14427
H 0.62726 -2.27673 -2.94547
C 1.16371 -1.33230 -3.09643
H 2.01978 1.50371 -2.78192
H 1.34805 1.20718 -4.42694
H -0.33894 -0.19757 -5.08032
H -1.64681 0.76733 -4.27241
H 0.53087 2.33569 -3.30130
H -1.63155 -0.97891 -4.10148
C -2.11485 0.78600 1.12412
O -3.22752 0.92447 1.39978
Cl 2.83610 0.21386 0.09512
C -2.04991 -0.50218 4.21458
P -0.56842 -0.29404 3.18389
C 0.04266 1.39878 3.72318
C -0.76054 2.53962 3.50269
C -0.30803 3.80414 3.92589
C 0.95309 3.92810 4.52424
C 1.76226 2.79733 4.71538
C 1.31538 1.53722 4.30622
C 0.59827 -1.50029 3.89521
C 0.38367 -2.00300 5.18878
C 1.26646 -2.94900 5.70797
C 2.37080 -3.38434 4.95384
C 2.59344 -2.86319 3.66738
C 1.70545 -1.93028 3.13321
H -2.88718 0.04236 3.76111
H -1.87783 -0.13932 5.24115
H -2.26748 -1.58114 4.22513
H -1.72774 2.45812 3.00413
H -0.94366 4.68269 3.79235
H 1.30319 4.90977 4.84400
H 2.74375 2.89594 5.19176
H 1.95712 0.65154 4.43532
H -0.47842 -1.67318 5.77626
H 1.08326 -3.34559 6.70549
H 3.05067 -4.12185 5.36712
H 3.46598 -3.18144 3.09643
H 1.89806 -1.50402 2.13971
*
```

Computed properties:
Kohn-Sham gap (spin up / spin down) (eV): 6.701 / 6.761
LUMO energy (spin up / spin down) (Ha): -0.2933 / -0.2911
Energy above the lowest of the compared OMol25 structures with the same formula, charge and spin (eV): 0.000
HOMO level (spin up / spin down) (Eh): -0.540 / -0.540
<S²>: 0.75

***

Record 5
Molecular formula: H2NOS2
Method: DFT, the ωB97M-V functional and the def2-TZVPD basis

The geometry in ORCA input format:
```
! RIJCOSX wB97M-V def2-TZVPD def2/J DEFGRID3
* xyz -1 1
N -0.39240 -1.40452 -0.72681
O 2.13422 1.30794 1.20837
S -1.84514 0.94188 -0.34232
S -0.50716 -0.23149 0.30089
H -1.02168 -1.08853 -1.55769
H 1.63216 0.47472 1.11755
*
```

Computed properties:
Kohn-Sham gap (spin up / spin down) (eV): 5.292 / 4.954
LUMO energy (spin up / spin down) (Ha): 0.0832 / 0.0803
Energy above the lowest of the compared OMol25 structures with the same formula, charge and spin (eV): 2.204
HOMO level (spin up / spin down) (Eh): -0.111 / -0.102

***

Record 6
Molecular formula: C6H12N2
Method: DFT, the ωB97M-V functional and the def2-TZVPD basis

The geometry in ORCA input format:
```
! RIJCOSX wB97M-V def2-TZVPD def2/J DEFGRID3
* xyz 0 1
C 0.31374 -0.42090 1.52849
C -1.18010 -1.89197 0.29789
C 2.74760 0.79534 -0.09961
C -2.06984 0.74688 -1.02797
N -0.74627 -0.55216 0.69089
N 1.39674 0.86577 0.42399
C -0.81255 0.48344 -0.26819
C 0.40334 1.09689 -0.45078
H 0.26957 0.38125 2.25054
H 0.84122 -1.32890 1.81870
H 0.58473 1.67731 -1.35343
H -2.21903 -1.85926 -0.02465
H -0.56456 -2.28066 -0.52067
H -1.11248 -2.55821 1.15753
H 3.46284 0.89801 0.71829
H 2.93282 1.60809 -0.81354
H 2.95585 -0.15016 -0.62031
H -2.40816 -0.11611 -1.61150
H -1.90389 1.56544 -1.72913
H -2.89156 1.03990 -0.36655
*
```

Computed properties:
Kohn-Sham gap (eV): 7.825
LUMO energy (Ha): 0.0373
Energy above the lowest of the compared OMol25 structures with the same formula, charge and spin (eV): 2.670
HOMO level (Eh): -0.250

***

- Number 1 is which compound?
  C36H76BrClNO10